ORCA calculation (wB97M-V/def2-TZVPD) on C5H5NO3 in the gas phase at a distorted geometry.

Geometry as ORCA input:
```
! RIJCOSX wB97M-V def2-TZVPD def2/J DEFGRID3
* xyz 0 1
C -3.3539 0.0415 0.0390
O -2.0356 -0.4318 -0.0026
N -1.0643 0.4731 -0.1873
C 0.1275 -0.1073 -0.0184
O 0.5943 -1.4187 0.0292
C 1.9635 -1.3688 -0.0222
C 2.4366 -0.0315 0.0494
C 1.3233 0.8866 -0.0505
O 1.1170 2.1189 0.0789
H -3.3760 0.4694 1.1238
H -4.0198 -0.9708 0.1127
H -3.4740 0.6777 -0.7779
H 2.4829 -2.3235 0.0867
H 3.4492 0.1656 -0.0617
*
```

Results
E_HOMO = -9.17 eV
F_max = 4.944 eV Å⁻¹
Kohn-Sham gap = 8.4 eV